Density functional theory data (wB97M-V/def2-TZVPD) for a cluster of 2 separate species, FHNO2S in total in a non-equilibrium geometry.

Output
- ⟨S²⟩: 2.0111
- Gap between HOMO and LUMO (spin up / spin down): 7.34 / 5.48 eV
- Multiplicity: 3
- Total charge: -1
- LUMO (spin up / spin down): 3.8 / 1.0 eV

Geometry as XYZ:
```
6
Properties=species:S:1:pos:R:3:forces:R:3
N 1.3711 -0.3201 0.4337 2.9 -1.7 0.1
O -0.3637 -0.2569 -1.4169 1.3 -1.1 -0.6
O -0.9384 -1.1275 0.8360 0.6 -1.2 0.3
F -1.8114 1.5895 0.2432 0.6 -0.3 0.0
S -0.1738 -0.2126 0.0262 -5.5 3.7 0.2
H 1.9162 0.3276 -0.1223 0.0 0.6 -0.1
```
Forces are in eV/Å.

Density functional theory data (wB97M-V/def2-TZVPD) for a structure of composition C47H42F9N6OOsP.

Output
- Gap between HOMO and LUMO (spin up / spin down): 4.11 / 4.12 eV
- Total charge: +4
- LUMO (spin up / spin down): -13.8 / -13.7 eV

Geometry as XYZ:
```
107
Properties=species:S:1:pos:R:3:forces:R:3
Os -1.4429 -1.3166 -1.2667 0.0 -0.2 -0.7
C 8.9965 7.7015 -1.7306 0.0 0.0 0.0
O 7.5201 7.7871 -1.6793 0.0 0.0 0.0
C 6.7438 6.7938 -1.6155 0.0 -0.1 0.0
C 5.3280 7.1074 -1.5760 0.1 0.0 0.0
C 4.4260 6.1211 -1.5195 0.0 -0.2 0.0
C 4.8509 4.7228 -1.4941 0.3 0.3 0.0
C 6.2825 4.4277 -1.5241 -0.2 0.0 0.0
C 7.1932 5.4083 -1.5834 0.0 0.2 0.0
C 3.8983 3.7539 -1.4519 -0.4 -0.3 0.0
N 2.5358 3.9920 -1.4329 0.3 0.1 0.0
C 1.9483 2.8401 -1.4076 -0.1 -0.2 0.0
C 2.9298 1.7552 -1.4028 -0.2 0.0 0.0
N 4.1055 2.3483 -1.4244 0.1 0.2 0.0
C 2.5507 0.3803 -1.3818 0.1 0.0 0.0
C 3.4542 -0.6877 -1.4299 0.0 0.0 0.0
C 2.9451 -1.9630 -1.4437 0.0 0.0 -0.1
C 1.5703 -2.1320 -1.3728 0.0 0.0 -0.3
N 0.6759 -1.1299 -1.3058 0.0 0.0 0.1
C 1.1645 0.1230 -1.3319 -0.1 0.0 0.0
C 0.1639 1.1955 -1.3170 0.1 -0.1 0.0
N -1.1235 0.7954 -1.2475 0.1 0.0 -0.1
C -2.0516 1.7616 -1.1930 -0.1 0.0 -0.2
C -1.7687 3.1186 -1.2714 0.0 0.0 -0.1
C -0.4558 3.5265 -1.3666 -0.1 0.0 0.0
C 0.5286 2.5407 -1.3695 0.1 0.1 0.1
H 9.3184 8.7350 -1.7582 0.0 0.0 0.0
H 9.2789 7.1762 -2.6395 0.0 0.0 0.0
H 9.3469 7.2022 -0.8310 0.0 0.0 0.0
H 5.0479 8.1527 -1.5954 0.0 0.0 0.0
H 3.3675 6.3354 -1.4930 0.0 0.0 0.0
H 6.6295 3.4027 -1.5032 0.0 0.0 0.0
H 8.2506 5.1857 -1.6073 0.0 0.0 0.0
H 5.0040 1.8844 -1.4246 0.0 0.0 0.0
H 4.5242 -0.5272 -1.4705 0.0 0.0 0.0
H 3.5886 -2.8301 -1.4960 0.0 0.0 0.0
H 1.1548 -3.1253 -1.3859 0.0 0.0 0.0
H -3.0701 1.4382 -1.0611 0.0 0.0 -0.1
H -2.5817 3.8310 -1.2393 0.0 0.0 0.0
H -0.1852 4.5724 -1.4279 0.0 0.0 0.0
C -4.5913 -0.8785 -1.0959 -0.1 0.1 -0.1
N -3.5399 -1.3053 -2.0521 0.1 -0.1 0.4
C -3.6030 -0.4143 -3.2403 0.1 0.0 0.0
C -3.8807 -2.6833 -2.5384 0.0 0.0 0.0
C -3.1354 -3.7253 -1.7585 -0.1 -0.1 0.0
N -1.6690 -3.4518 -1.7526 -0.1 0.1 0.2
C -1.1349 -3.5893 -3.1296 0.0 0.0 0.0
C -1.0731 -4.5221 -0.9095 0.0 0.0 0.0
H -5.5611 -0.8342 -1.5987 0.0 0.0 0.0
H -4.3695 0.0995 -0.6783 0.0 0.0 0.0
H -4.6519 -1.5875 -0.2800 0.0 0.0 0.0
H -4.5721 -0.5182 -3.7332 0.0 0.0 0.0
H -2.8243 -0.6869 -3.9555 0.0 0.0 0.0
H -3.4779 0.6246 -2.9589 0.0 0.1 0.0
H -3.6430 -2.7426 -3.5995 0.0 0.0 0.0
H -4.9556 -2.8551 -2.4546 0.0 0.0 0.0
H -3.3299 -4.7168 -2.1787 0.0 0.0 0.0
H -3.4562 -3.7408 -0.7188 0.1 -0.1 -0.2
H -1.4226 -4.5494 -3.5659 0.0 0.0 0.0
H -0.0492 -3.5329 -3.1128 0.0 0.0 0.0
H -1.5115 -2.7936 -3.7754 0.0 0.0 0.0
H -1.4662 -5.4947 -1.2143 0.0 0.0 0.0
H -1.3210 -4.3572 0.1351 0.0 0.0 -0.1
H 0.0056 -4.5637 -1.0381 0.0 0.0 0.0
F 4.8582 -2.0254 3.1491 0.0 0.0 0.0
C 4.2718 -0.8934 2.7821 -0.1 0.0 0.2
F 4.5167 0.0431 3.6930 0.0 0.0 0.0
F 4.8702 -0.4882 1.6213 0.1 0.0 -0.1
C 2.7982 -1.0706 2.5150 0.0 0.0 0.0
C 1.8708 -0.1639 2.9898 0.0 0.1 0.0
C 0.5374 -0.2653 2.5977 0.0 -0.1 -0.2
C 0.1351 -1.2569 1.7073 0.0 -0.1 0.2
C 1.0751 -2.2205 1.3206 -0.1 0.0 0.2
C 2.3943 -2.1353 1.7171 -0.1 0.0 0.1
P -1.5552 -1.4381 1.0134 0.1 0.4 0.1
C -2.5355 -0.0398 1.6852 0.0 -0.1 0.1
C -3.7324 -0.2426 2.3695 0.1 0.1 0.0
C -4.4963 0.8335 2.8147 0.0 -0.1 0.0
C -4.0603 2.1228 2.5886 0.0 0.1 0.0
C -2.8515 2.3489 1.9398 0.0 0.0 0.0
C -2.1039 1.2806 1.4875 0.1 -0.2 0.3
C -4.8707 3.3249 3.0215 0.0 0.0 0.0
F -4.1708 4.0819 3.8718 0.0 0.0 0.0
F -5.1528 4.0832 1.9440 0.0 0.0 0.0
F -6.0142 2.9761 3.5975 0.0 0.0 0.0
C -2.1870 -2.9278 1.8645 -0.1 0.0 0.0
C -1.4369 -3.5643 2.8606 -0.1 0.1 -0.1
C -1.9250 -4.6936 3.5005 0.1 0.0 0.0
C -3.1669 -5.2045 3.1625 0.0 -0.1 0.0
C -3.9443 -4.5694 2.2078 0.0 0.0 0.0
C -3.4538 -3.4432 1.5686 0.0 0.1 0.1
C -3.6383 -6.4852 3.8226 0.0 0.0 0.0
F -3.4683 -6.4287 5.1432 0.0 0.0 0.0
F -2.9205 -7.5160 3.3536 0.0 0.0 0.0
F -4.9248 -6.7208 3.5658 0.0 0.0 0.0
H 2.1773 0.6197 3.6697 0.0 0.0 0.0
H -0.1689 0.4348 3.0075 -0.2 0.1 0.0
H 0.7588 -3.0618 0.7132 0.0 0.0 0.1
H 3.1140 -2.8863 1.4144 0.0 0.0 0.0
H -4.0820 -1.2380 2.5849 0.0 -0.1 0.0
H -5.4224 0.6604 3.3461 0.0 0.0 0.0
H -2.5049 3.3654 1.7992 0.0 0.0 0.0
H -1.1595 1.4744 0.9969 0.0 0.0 0.3
H -0.4793 -3.1819 3.1680 0.1 0.1 0.0
H -1.3378 -5.1714 4.2743 0.0 0.0 0.0
H -4.9305 -4.9481 1.9757 0.0 0.0 0.0
H -4.0931 -2.9541 0.8510 0.0 0.1 0.1
```
Forces are in eV/Å.

Density functional theory data (wB97M-V/def2-TZVPD) for the molecule C2H5N3O in a non-equilibrium geometry.

Output
- SMILES: [H]/N=C\NC(N)=O
- Gap between HOMO and LUMO: 10.59 eV
- Total charge: 0
- LUMO: 0.6 eV
- Energy relative to the best compared isomer or geometry (same formula, charge and spin): 14.2 kcal/mol

Geometry as XYZ:
```
11
Properties=species:S:1:pos:R:3:forces:R:3
N 0.9669 1.8072 0.2431 -0.2 0.0 -0.1
C -0.2117 1.0722 0.3035 -0.3 -0.2 0.1
O -1.2683 1.5435 0.6595 0.3 -0.3 -0.1
N -0.0182 -0.2735 -0.0417 0.0 -0.2 0.1
C -0.8986 -1.3701 -0.1040 0.3 -0.8 0.5
N -0.5718 -2.5304 -0.5007 0.4 0.0 0.3
H 0.8318 2.8014 0.3723 -0.1 -0.2 0.0
H 1.6703 1.5779 -0.4452 -0.2 -0.1 0.1
H 0.9438 -0.5551 -0.1819 -0.1 0.1 -0.1
H -1.8696 -1.4551 0.3592 -0.5 1.7 -0.1
H 0.4255 -2.6179 -0.6642 0.3 0.0 -0.7
```
Forces are in eV/Å.

Density functional theory data (wB97M-V/def2-TZVPD) for a cluster of 2 separate species, C3H5NO3 in total in a non-equilibrium geometry.

Output
- Gap between HOMO and LUMO: 9.82 eV
- Total charge: 0
- LUMO: -0.3 eV
- Energy relative to the best compared isomer or geometry (same formula, charge and spin): 147.0 kcal/mol

Geometry as XYZ:
```
12
Properties=species:S:1:pos:R:3:forces:R:3
C 1.6287 -1.0376 0.3890 1.4 0.9 1.2
C 0.9530 0.0878 0.2023 -1.4 -2.0 -1.2
C -0.3901 0.0833 -0.4609 1.5 2.5 -4.5
N -1.3389 1.1516 0.1712 1.1 -1.4 -0.2
O -0.8571 2.1971 0.4950 -0.5 0.5 0.0
O -2.4590 0.7203 0.3828 -0.3 0.9 0.2
O -1.0915 -1.0335 -0.6104 0.4 -1.1 0.5
H 2.6023 -0.7398 0.7649 0.4 -0.8 0.0
H 1.4516 -2.1038 0.3581 -0.7 0.3 -0.3
H 1.4934 0.9919 0.2607 0.1 1.0 0.2
H -0.1043 0.5053 -1.8469 -0.9 -0.5 4.1
H -1.8881 -0.8226 -0.1058 -1.0 -0.5 0.1
```
Forces are in eV/Å.

Density functional theory data (wB97M-V/def2-TZVPD) for a cluster of 3 separate species, C21H48IN3O7P in total in a non-equilibrium geometry.

Output
- Gap between HOMO and LUMO: 5.27 eV
- Total charge: -1
- LUMO: 2.5 eV

Geometry as XYZ:
```
81
Properties=species:S:1:pos:R:3:forces:R:3
C -2.2653 -0.6108 4.4615 -0.4 -0.9 0.2
C -1.3487 0.0961 3.3640 -0.3 -1.8 0.3
I -1.7586 2.2627 3.5350 0.5 -0.9 -0.1
C -1.6683 -0.3993 1.8471 -0.3 1.2 -0.1
C -3.2148 -0.2209 1.4498 2.4 0.1 -1.6
C -3.9039 -1.5970 0.9894 -0.5 1.4 0.3
C -3.5537 -2.8724 1.8968 -1.2 -0.3 -1.1
C -3.0898 -4.0547 0.9188 0.1 -0.7 0.9
C -1.5159 -4.3118 0.8745 -0.6 -0.3 0.0
O -1.2434 -4.9988 -0.4114 0.5 2.3 -1.2
C -0.9970 -3.9976 -1.3859 -1.3 0.0 -2.1
O -1.6505 -3.8487 -2.4279 1.8 -1.0 3.2
P -3.1849 0.8192 -0.1534 -2.7 -0.5 0.6
N -2.2462 -0.0231 -1.4294 1.1 -0.3 1.0
O -2.3169 2.2835 0.0958 0.9 -1.4 -0.9
H -1.8213 -1.6349 4.7597 -0.4 1.4 -0.5
H -3.3268 -0.8516 4.0876 1.6 0.7 0.2
H -2.3860 -0.0301 5.4312 0.4 -0.5 -1.3
H -0.2590 -0.1444 3.6496 -1.5 1.0 -0.5
H -1.0510 0.3166 1.1809 -0.5 -1.1 1.0
H -1.2431 -1.4468 1.6622 -0.4 1.2 0.6
H -5.0426 -1.4275 1.0586 1.6 -0.3 -0.2
H -3.7041 -1.7688 -0.1370 -0.2 -0.5 1.6
H -2.8530 -2.6666 2.7653 -0.6 -0.2 -1.3
H -4.5449 -3.2230 2.3689 1.5 0.5 -0.6
H -3.5789 -5.0198 1.3061 0.9 1.1 -0.7
H -3.4789 -3.9236 -0.1520 0.6 0.1 1.6
H -0.8760 -3.3722 0.8601 -0.9 -1.0 0.5
H -1.2013 -5.0371 1.7021 -0.3 1.2 -1.2
H -0.1066 -3.2868 -1.2307 -1.0 -1.1 0.5
H -1.4801 -0.5394 -0.9542 -0.3 0.2 -0.5
H -2.8266 -0.7481 -1.8746 0.1 0.7 0.3
H -1.8321 2.4577 -0.7465 -0.6 -0.2 0.9
C 2.3940 1.8728 2.2302 -0.3 -0.1 0.2
O 2.7272 0.6674 2.9050 0.3 0.2 -0.4
C 4.0276 0.1730 2.5925 -0.1 -0.3 0.5
C 4.9828 0.3617 3.7725 -0.2 0.3 -0.3
N 5.3075 1.7709 3.9792 0.0 -0.1 0.2
C 5.9548 2.0602 5.2597 -0.3 0.1 -0.1
C 5.1917 1.7081 6.5496 0.3 0.4 0.1
O 4.0414 2.5076 6.7875 0.2 -0.4 -0.1
C 2.8771 2.1015 6.0795 -0.1 0.3 0.2
H 1.3219 2.0400 2.3490 0.1 -0.1 0.1
H 2.9196 2.7268 2.6659 0.1 0.1 -0.1
H 2.6159 1.8049 1.1614 0.1 0.0 0.0
H 4.4262 0.6165 1.6738 0.0 0.1 0.1
H 3.9134 -0.9013 2.4154 0.1 0.0 0.0
H 5.9058 -0.1950 3.5804 0.0 0.0 0.0
H 4.4989 -0.0713 4.6528 0.0 -0.2 0.0
H 4.4581 2.3201 3.9265 0.1 -0.1 -0.1
H 6.1487 3.1371 5.2725 0.0 -0.1 0.1
H 6.9326 1.5647 5.2770 -0.1 -0.1 0.0
H 5.8700 1.9163 7.3833 0.0 0.0 0.0
H 4.9511 0.6428 6.6198 -0.2 0.0 -0.1
H 2.8206 1.0166 5.9587 0.1 0.0 -0.1
H 2.8331 2.5997 5.1119 -0.1 -0.2 -0.2
H 2.0022 2.4278 6.6465 0.1 0.0 0.0
C -0.5523 -1.4136 -4.3534 0.1 0.0 0.0
O 0.1931 -0.9659 -5.4795 -0.3 -0.2 -0.1
C -0.4495 -1.2123 -6.7282 0.3 0.4 -0.2
C -0.9704 0.0884 -7.3433 -0.2 -0.3 0.5
N -2.1065 0.6193 -6.5939 0.2 0.1 -0.1
C -2.4579 2.0006 -6.9277 0.1 -0.1 0.3
C -1.3898 3.0886 -6.7151 -0.5 0.2 0.1
O -1.0782 3.3469 -5.3533 0.2 -0.1 -0.4
C -0.1569 2.4367 -4.7700 -0.1 0.2 0.3
H 0.1072 -1.3958 -3.4841 0.0 0.1 -0.1
H -1.3959 -0.7501 -4.1501 -0.1 -0.1 0.1
H -0.9092 -2.4367 -4.4933 0.0 0.1 0.0
H -1.2412 -1.9640 -6.6416 0.0 0.1 0.1
H 0.3188 -1.6198 -7.3934 0.0 0.0 0.0
H -1.2794 -0.1015 -8.3765 0.0 0.0 0.0
H -0.1355 0.7954 -7.3603 0.2 -0.1 -0.1
H -1.9011 0.5790 -5.6025 0.0 -0.1 -0.1
H -3.3219 2.2588 -6.3082 0.1 0.1 -0.1
H -2.7974 2.0326 -7.9696 0.1 0.0 0.0
H -1.8107 4.0228 -7.1006 0.0 0.0 0.1
H -0.4815 2.9076 -7.2987 0.1 -0.2 0.1
H 0.5928 2.0875 -5.4854 -0.1 -0.1 0.0
H -0.6891 1.5956 -4.3275 0.2 -0.2 0.0
H 0.3606 2.9507 -3.9563 -0.1 0.1 -0.1
```
Forces are in eV/Å.